# 1
Below is a cluster of 2 separate species, C20H24NO2S in total, with properties calculated with the ωB97M-V functional and the def2-TZVPD basis.

Summary:
total charge: +1
E: -1379.61155 Eh
HOMO level: -10.82 eV

Atoms and positions in Å:
C: -3.76741 -0.47212 2.28317
C: -2.46152 -0.25986 2.99506
O: -1.42901 -0.41767 1.99175
C: -0.18696 -0.12317 2.46565
C: 0.88005 -0.26080 1.48966
S: 2.33883 0.23033 2.21357
C: 2.59122 -0.82705 3.68925
C: 3.68938 -0.43695 1.19475
O: -0.06234 0.23142 3.65124
H: -4.56022 -0.39384 3.02250
H: -3.91163 0.28710 1.51326
H: -3.79695 -1.45590 1.81018
H: -2.39675 0.74109 3.43582
H: -2.28465 -1.01126 3.77460
H: 0.83276 -1.04226 0.65965
H: 1.92782 -0.46522 4.47466
H: 2.35552 -1.86061 3.42894
H: 3.63852 -0.74438 4.00645
H: 3.71817 0.16780 0.28030
H: 4.61733 -0.29325 1.76483
H: 3.50062 -1.49833 0.98782
C: 1.43319 -0.12907 -4.43970
N: 0.77063 -0.26022 -3.14024
C: 0.37810 -1.51578 -2.70835
C: 0.48358 -2.64076 -3.54371
C: 0.12564 -3.90765 -3.07467
C: -0.33979 -4.05656 -1.76030
C: -0.45897 -2.94520 -0.92478
C: -0.12826 -1.66851 -1.38572
C: -0.24505 -0.52490 -0.49505
C: -0.14765 0.76597 -1.14846
C: 0.39259 0.88737 -2.46778
C: 0.51175 2.16520 -3.07193
C: 0.20768 3.31271 -2.33865
C: -0.36120 3.19633 -1.05784
C: -0.58956 1.93495 -0.51406
H: 2.06445 0.76651 -4.45100
H: 2.09633 -0.98078 -4.63045
H: 0.69534 -0.06474 -5.25320
H: 0.86921 -2.54491 -4.56470
H: 0.26394 -4.79054 -3.70691
H: -0.59870 -5.04600 -1.37433
H: -0.82533 -3.04951 0.09411
H: -1.12544 -0.59157 0.13697
H: 0.84553 2.26773 -4.10831
H: 0.43826 4.30022 -2.74409
H: -0.61978 4.08458 -0.47877
H: -1.09754 1.82978 0.44430

Cartesian forces, eV/Å:
C 0.0 0.0 0.0
C -0.1 -0.2 0.0
O 0.3 0.2 0.6
C -0.2 0.1 0.8
C -1.0 -1.3 -0.1
S 1.3 -0.1 0.8
C 0.3 -0.1 0.0
C -0.5 0.2 -0.1
O 0.5 -0.1 -1.9
H -0.2 0.0 -0.1
H -0.1 0.0 0.0
H -0.1 0.0 0.1
H 0.1 -0.3 -0.1
H -0.1 0.3 -0.1
H 0.9 0.4 2.1
H 0.1 0.0 -0.3
H 0.0 0.1 0.0
H -0.2 0.1 -0.2
H 0.1 -0.3 0.2
H -0.4 -0.1 -0.2
H 0.1 0.3 0.0
C 0.2 0.0 -0.4
N -0.1 -0.1 -0.3
C 0.3 0.3 0.3
C 0.1 -0.8 -0.3
C 0.4 0.8 0.0
C -0.2 0.2 0.9
C -0.2 -1.2 -0.6
C 1.0 0.8 0.4
C -2.9 1.2 -4.1
C 0.5 -0.3 -0.6
C 0.0 -0.1 0.5
C 0.0 0.4 0.3
C 0.2 -0.7 -0.1
C -0.2 -0.6 0.5
C 0.0 1.0 0.1
H -0.2 -0.3 0.1
H -0.3 0.2 0.2
H 0.2 0.0 0.2
H -0.3 -0.1 0.5
H -0.2 0.4 0.2
H 0.1 0.4 -0.2
H 0.1 0.0 -0.1
H 0.9 -0.1 0.8
H -0.1 0.0 0.6
H -0.3 -0.4 0.0
H 0.0 -0.3 -0.3
H 0.3 0.1 -0.1

Atomic partial charges in e from the Löwdin method, atoms 1 to 4:
1. C -0.06
2. C -0.21
3. O -0.09
4. C -0.57

# 2
Below is a cluster of 3 separate species, C20H24O9S2 in total, with properties calculated with the ωB97M-V functional and the def2-TZVPD basis.

Summary:
E: -2250.01979 Eh
HOMO level: -9.99 eV
SMILES string: CC1=C(OC(=O)c2ccccc2)C(=O)OC1=O.O=S1(=O)CCCC1.O=S1(=O)CCCC1

Atoms and positions in Å:
C: 0.02943 0.25007 -1.49506
C: 0.57656 -0.31561 -0.23000
C: 1.82790 -0.29628 0.24356
O: 2.91408 0.27971 -0.34613
C: 2.99845 1.66790 -0.15700
O: 3.12653 2.36509 -1.11109
C: 2.94201 2.16148 1.24154
C: 2.37620 3.41506 1.46544
C: 2.32322 3.91838 2.75294
C: 2.83325 3.18143 3.81592
C: 3.39870 1.93560 3.59236
C: 3.45939 1.42596 2.30421
C: 1.83864 -1.06545 1.53911
O: 2.68629 -1.73390 2.02691
O: 0.52750 -0.99771 1.99767
C: -0.21856 -1.04440 0.79760
O: -1.25090 -1.62003 0.71864
H: 0.46739 -0.28846 -2.33590
H: -1.04471 0.09555 -1.55290
H: 0.30625 1.29432 -1.62172
H: 1.98527 3.96951 0.62226
H: 1.88377 4.89322 2.91932
H: 2.78419 3.59555 4.81443
H: 3.79765 1.36779 4.42185
H: 3.90343 0.45395 2.13533
O: -0.02687 0.31383 -4.52611
S: -0.60739 -0.53960 -5.53489
O: -1.73861 -1.37262 -5.22152
C: -0.95488 0.44610 -6.98785
C: 0.33173 0.37748 -7.80406
C: 0.79378 -1.08508 -7.73944
C: 0.70080 -1.52964 -6.27435
H: -1.22949 1.45086 -6.67603
H: -1.78708 -0.02645 -7.50865
H: 0.16868 0.70647 -8.82896
H: 1.08865 1.02627 -7.35866
H: 0.13735 -1.70278 -8.35500
H: 1.80707 -1.20543 -8.11880
H: 0.43818 -2.57873 -6.16664
H: 1.61659 -1.31882 -5.72554
O: -3.11303 0.96014 5.39429
S: -3.01527 -0.36976 5.94177
O: -2.81076 -0.56810 7.35408
C: -4.43203 -1.31960 5.39329
C: -3.98190 -1.93343 4.07123
C: -2.54621 -2.42219 4.30215
C: -1.78621 -1.29313 5.00754
H: -5.28905 -0.65609 5.30656
H: -4.62289 -2.08375 6.14620
H: -4.64138 -2.74329 3.76326
H: -3.99266 -1.17422 3.28651
H: -2.55956 -3.31112 4.93620
H: -2.05603 -2.69088 3.36762
H: -1.03230 -1.66014 5.69887
H: -1.33111 -0.60506 4.29765

Cartesian forces, eV/Å:
C 0.2 -0.7 0.0
C 0.2 0.4 0.0
C -0.4 0.2 0.1
O -0.1 -0.3 0.3
C 0.0 0.2 -0.2
O 0.1 0.0 -0.1
C -0.1 -0.1 0.1
C 0.1 -0.1 0.0
C 0.0 0.1 -0.1
C -0.1 0.1 -0.1
C 0.0 0.1 0.0
C -0.1 -0.1 0.0
C 0.1 0.3 -0.5
O 0.1 0.3 0.4
O -0.1 -1.3 -0.2
C 0.0 0.5 0.2
O -0.2 0.3 0.1
H 0.0 0.1 0.0
H 0.0 0.2 0.0
H -0.1 0.1 0.1
H 0.0 0.0 0.0
H 0.0 0.0 0.1
H 0.0 -0.1 0.0
H 0.0 0.0 0.0
H 0.1 0.0 -0.1
O 0.0 0.0 -0.1
S 0.0 0.0 -0.2
O 0.0 0.0 0.1
C 0.1 0.1 -0.2
C 0.0 -0.1 0.1
C 0.0 0.0 0.0
C 0.1 -0.1 -0.2
H 0.0 0.0 0.1
H 0.0 0.0 0.0
H 0.0 0.0 0.0
H 0.0 0.0 0.0
H 0.0 0.0 0.0
H 0.0 0.0 0.0
H 0.0 0.0 0.1
H 0.0 0.1 0.1
O 0.0 0.1 0.1
S 0.0 -0.2 0.0
O 0.0 0.1 0.0
C -0.1 -0.1 -0.2
C 0.1 0.0 0.0
C 0.0 0.0 0.0
C 0.1 -0.2 -0.2
H 0.0 0.1 0.1
H 0.0 0.0 0.0
H 0.0 0.0 0.0
H 0.0 0.0 0.0
H 0.0 0.0 0.0
H 0.0 0.0 0.0
H 0.0 0.1 0.1
H 0.0 0.1 0.0

Atomic partial charges in e from the Löwdin method, atoms 1 to 4:
1. C 0.01
2. C -0.07
3. C -0.13
4. O 0.11

# 3
Below is a structure of composition C20H25BBeBr7F10MgN2O11P, with properties calculated with the ωB97M-V functional and the def2-TZVPD basis.

Summary:
E: -21311.74549 Eh
HOMO level: -6.90 eV
ΔE to the lowest compared entry with this formula, charge and spin: 0.0000 eV

Atoms and positions in Å:
N: 3.38520 0.89158 -1.78194
P: 1.62741 0.87380 -1.63423
F: -0.01956 0.97072 -1.53023
H: 3.90685 1.74516 -1.89252
H: 3.91732 0.03666 -1.75834
H: 1.51551 -0.44086 -2.14275
H: 1.50793 1.44272 -3.16617
H: 1.66673 2.23382 -1.17966
H: 1.72767 0.42132 -0.28284
C: 5.27826 -1.32103 1.26253
Br: 6.22140 0.18889 1.99244
Br: 3.37775 -1.09663 1.38632
Br: 5.83965 -1.70919 -0.54228
H: 5.53717 -2.17880 1.86409
Be: 2.10226 2.62576 -3.62529
C: 0.08066 6.09198 -2.91329
Br: -1.29906 5.23013 -3.87219
Br: -0.49462 7.16070 -1.45335
Br: 1.34148 4.70002 -2.32201
H: 0.59809 6.74651 -3.59909
N: 4.24866 2.55531 5.31938
C: 5.33691 2.04164 4.75188
C: 6.60410 2.11447 5.31091
C: 6.74929 2.76043 6.52686
C: 5.62828 3.30178 7.13094
C: 4.40639 3.16990 6.48705
H: 5.17952 1.54571 3.79808
H: 7.45439 1.67548 4.80578
H: 7.72105 2.83993 6.99666
H: 5.69657 3.81446 8.08018
H: 3.50160 3.57571 6.92600
C: -1.24564 -4.74307 2.64475
C: -1.13345 -6.14367 2.08373
C: 0.28001 -6.70106 2.09770
F: 1.13402 -6.03078 1.34430
F: 0.22968 -8.07733 1.52735
F: -1.68279 -6.21818 0.83981
F: -1.87182 -6.96884 2.86097
O: -1.30927 -3.63121 1.72375
C: -0.18678 -3.06693 1.21439
C: -0.09315 -3.22962 -0.30471
F: -0.09548 -4.53049 -0.65479
F: 1.07339 -2.68583 -0.75142
F: 0.91503 -3.52190 1.84329
F: -0.27049 -1.73394 1.47725
H: -2.21127 -4.71178 3.14032
H: -0.50221 -4.60056 3.44299
H: 0.66610 -6.76281 3.12492
H: -0.93178 -2.73396 -0.79687
B: -3.52497 1.02707 -6.50953
O: -4.51144 2.09735 -6.26687
C: -5.27785 2.22120 -7.34926
O: -6.17238 2.99831 -7.47816
C: -4.80192 1.19315 -8.39034
O: -5.26075 1.02617 -9.47700
O: -3.77970 0.51816 -7.86714
O: -2.13346 1.55519 -6.38578
C: -1.52855 0.87518 -5.43375
O: -0.38949 1.05534 -5.07950
C: -2.49904 -0.16754 -4.85816
O: -2.25303 -0.94057 -3.97897
O: -3.64573 -0.05459 -5.49862
O: -6.50314 0.44189 0.90931
C: -5.43076 0.95691 0.80486
O: -4.44621 0.34031 0.14569
C: -3.21006 0.97605 -0.21118
C: -2.18593 0.87458 0.89943
C: -5.13613 2.28631 1.49808
H: -3.38212 2.00653 -0.53003
H: -2.85023 0.43978 -1.08665
H: -2.51135 1.39208 1.80462
H: -1.23714 1.30252 0.57993
H: -2.02891 -0.16736 1.16675
H: -4.81004 2.08865 2.52150
H: -6.06403 2.86013 1.51610
H: -4.39062 2.88870 0.97711
Mg: -4.80571 4.64845 2.50389
Br: 1.76390 -8.97448 0.60517
F: -0.10214 -5.68162 4.66787

Cartesian forces, eV/Å:
N -0.5 0.7 -1.1
P 0.5 -1.3 4.6
F 0.1 0.3 -0.7
H 0.3 -0.1 0.6
H 0.2 0.0 -0.2
H 0.0 0.5 -0.9
H -0.1 1.0 -2.2
H 0.1 0.2 -0.7
H -0.2 0.0 -0.3
C -0.1 0.0 0.1
Br 0.2 -0.2 -0.4
Br 0.1 -0.1 0.0
Br 0.0 0.0 0.0
H 0.1 0.0 0.0
Be -1.4 -0.7 1.2
C -0.5 0.4 -0.9
Br -0.5 -0.1 -0.2
Br 0.2 -0.3 0.1
Br 1.0 -0.8 0.3
H 0.3 -0.1 0.0
N 0.0 0.0 0.0
C -0.1 0.0 -0.1
C 0.0 0.0 0.0
C 0.1 0.0 0.0
C 0.0 0.0 0.0
C -0.1 0.0 0.1
H 0.0 0.2 0.3
H 0.0 0.0 0.0
H 0.0 0.0 0.0
H 0.0 0.0 0.0
H 0.0 0.0 0.1
C 0.1 1.6 0.6
C -1.1 -0.3 -0.7
C 0.9 1.6 1.4
F -0.2 -0.4 -0.5
F 0.2 -0.9 -0.5
F 0.4 -0.1 -0.1
F 0.2 -0.2 0.0
O -0.2 -0.8 -0.8
C -0.4 -0.2 1.1
C -0.1 0.3 -0.4
F 0.1 -0.1 0.2
F 0.0 0.0 0.1
F 0.3 0.2 -0.3
F 0.3 0.1 -0.3
H -0.1 -0.1 -0.1
H -0.1 -0.2 -0.2
H -0.4 -0.3 0.2
H 0.0 0.1 0.1
B -0.5 0.0 -0.3
O 0.3 -0.3 -0.2
C -0.1 0.2 0.3
O -0.1 0.1 -0.1
C 0.2 -0.3 -0.2
O -0.1 0.1 -0.1
O 0.0 0.3 0.5
O -0.2 -0.5 0.5
C 0.3 0.6 -0.5
O 0.3 0.1 0.3
C -0.5 -0.4 0.1
O 0.3 0.0 0.2
O 0.5 0.5 -0.2
O -0.2 -0.1 0.0
C 0.2 0.1 0.2
O 0.0 -0.1 -0.3
C 0.3 0.1 0.0
C -0.2 0.1 0.2
C -0.2 -0.4 -0.6
H -0.1 0.0 0.0
H -0.1 -0.1 0.0
H 0.0 0.1 0.0
H 0.0 0.0 0.0
H 0.0 0.0 0.0
H 0.0 -0.1 0.0
H -0.1 -0.3 0.0
H 0.1 -0.2 0.0
Mg 0.2 1.0 0.4
Br -0.5 0.4 0.3
F 0.6 -0.6 -0.1

Atomic partial charges in e from the Löwdin method, atoms 1 to 4:
1. N -0.23
2. P 0.44
3. F -0.36
4. H 0.00

# 4
Below is a structure of composition C20H25BF19O10Sn, with properties calculated with the ωB97M-V functional and the def2-TZVPD basis.

Summary:
total charge: +1
E: -3665.99122 Eh
HOMO level: -12.86 eV
ΔE to the lowest compared entry with this formula, charge and spin: 2.0132 eV

Atoms and positions in Å:
Sn: -3.16323 -20.51710 10.50186
B: -0.26572 -20.61480 11.93850
F: -0.29320 -19.92125 10.74405
F: -0.73887 -21.91163 11.64972
F: 0.90367 -20.63530 12.60125
F: -1.14659 -19.96480 12.74945
C: 2.70992 -22.02550 7.86219
C: 1.28475 -22.49152 8.17117
O: 0.39450 -22.39607 7.04383
C: -0.78106 -21.63985 7.03454
O: -1.18686 -20.96566 7.99007
C: -1.59682 -21.70068 5.71836
F: -0.96915 -22.38840 4.72842
F: -2.72171 -22.30930 5.96701
F: -1.68875 -20.44590 5.29253
H: 3.00015 -22.39119 6.87724
H: 3.41322 -22.44687 8.58046
H: 2.81068 -20.94578 7.97246
H: 0.99806 -21.89000 9.03377
H: 1.19911 -23.56382 8.34705
C: 5.01146 -21.24678 11.84280
C: 3.74011 -22.02042 12.36694
O: 3.20634 -23.00081 11.52166
C: 3.75454 -24.26027 11.47625
O: 4.84846 -24.64131 11.96338
C: 2.98025 -25.24499 10.51451
F: 1.69960 -24.82136 10.41580
F: 3.50176 -25.27840 9.28312
F: 2.80923 -26.47632 11.00547
H: 4.87293 -20.89169 10.82162
H: 5.82511 -21.97084 11.80028
H: 5.29389 -20.43548 12.51371
H: 2.99730 -21.22975 12.47265
H: 3.95890 -22.45895 13.34055
C: -2.92648 -19.45618 15.40074
C: -2.80356 -18.03746 14.75142
O: -4.04052 -17.47421 14.44420
C: -4.83964 -17.90901 13.37386
O: -4.44845 -18.64344 12.45894
C: -6.20319 -17.22883 13.32018
F: -6.16243 -16.10606 13.97569
F: -6.39768 -16.96905 12.01882
F: -7.24357 -17.95116 13.75028
H: -3.80714 -19.94395 14.98288
H: -3.08258 -19.43317 16.47926
H: -2.01242 -20.04880 15.36332
H: -2.16978 -17.97665 13.86671
H: -2.33253 -17.40716 15.50571
C: 1.57372 -17.11842 11.20875
C: 0.62508 -16.82595 9.95799
O: -0.29398 -15.87043 10.26613
C: -1.50603 -16.17120 10.74359
O: -1.89761 -17.36322 10.82119
C: -2.40510 -14.97003 11.04403
F: -1.58048 -13.90265 11.03047
F: -3.28261 -14.83401 10.07349
F: -2.96117 -15.13895 12.23277
H: 2.19437 -17.99340 11.01559
H: 1.05694 -17.38927 12.12944
H: 2.26153 -16.28023 11.32031
H: 0.11957 -17.61449 9.40052
H: 1.21244 -16.32881 9.18601
C: 0.31852 -23.42162 19.54419
C: 0.29986 -21.89299 19.75097
O: 0.91524 -21.18156 18.68488
C: 0.18312 -21.00228 17.49330
O: -0.96646 -21.20039 17.42270
C: 0.93526 -20.26934 16.33698
F: 1.05310 -21.05580 15.32695
F: 0.22707 -19.19196 16.02703
F: 2.16482 -19.93741 16.71028
H: 1.26655 -23.89549 19.28969
H: -0.39715 -23.59979 18.74159
H: -0.01977 -23.97928 20.41750
H: 0.92564 -21.83835 20.64176
H: -0.66170 -21.46100 20.02825

Cartesian forces, eV/Å:
Sn 2.7 1.1 1.2
B 0.8 -0.5 0.7
F -0.4 0.5 -1.8
F -1.2 -0.5 -0.5
F 1.3 -0.2 -0.3
F -2.8 0.7 0.8
C -0.4 -0.5 -0.4
C 0.6 0.0 0.9
O -3.4 2.5 -1.5
C 2.7 -0.7 2.7
O 0.2 -1.3 -1.4
C 3.0 -0.6 -0.9
F -0.4 0.4 0.9
F -1.4 0.2 0.0
F -1.0 0.0 0.1
H 0.2 0.3 0.0
H -0.2 -0.2 0.1
H -0.1 0.0 -0.4
H -0.8 -0.3 -0.1
H 0.5 0.2 0.6
C -0.4 -1.9 -0.1
C 1.7 2.3 0.9
O 0.0 -2.9 -1.2
C 4.0 -0.2 0.8
O -4.3 1.7 -1.4
C -1.8 0.5 0.8
F 0.0 0.7 -0.5
F 0.1 -0.1 0.7
F 1.5 0.2 -0.1
H -0.2 0.2 0.1
H 0.2 0.2 0.0
H -0.3 -0.1 0.0
H -0.4 -0.7 0.1
H 0.0 0.0 0.0
C -0.1 0.6 -0.1
C 1.9 -1.6 0.7
O -4.4 -0.2 -2.3
C 4.3 -0.9 1.0
O -0.6 0.5 1.4
C -0.5 0.1 -0.7
F -0.1 0.8 0.6
F -0.3 0.1 -0.1
F 0.7 -0.2 0.0
H 0.3 -0.4 -0.2
H -0.3 0.6 0.0
H -0.2 0.0 -0.8
H 0.0 -0.5 -0.1
H -0.3 0.4 -0.2
C -0.6 -0.6 -1.5
C 2.5 -1.4 -0.2
O -3.6 2.9 1.8
C 0.9 -4.6 -1.2
O 0.3 3.0 0.1
C 2.5 0.1 -0.3
F -1.0 0.1 0.5
F -0.8 0.1 0.1
F -0.5 0.4 -0.1
H 0.0 0.0 -0.3
H -0.3 0.4 -0.1
H -0.3 0.1 0.3
H 0.2 -0.7 0.8
H 0.4 -0.1 0.1
C -1.3 0.2 -0.9
C 0.7 -1.5 1.3
O 0.0 0.5 -2.7
C 2.2 0.7 3.2
O -2.2 -0.8 -0.6
C 0.5 -0.5 2.7
F -0.3 -1.1 -1.9
F 0.0 0.5 -0.3
F 0.3 0.7 0.1
H 0.2 0.7 -0.1
H 0.1 -0.6 -0.1
H -0.2 0.4 0.2
H 0.4 1.2 -0.2
H -0.2 -0.3 -0.4

Atomic partial charges in e from the Löwdin method, atoms 1 to 4:
1. Sn 1.95
2. B -1.52
3. F 0.10
4. F 0.09

HOMO level of number 4 (C20H25BF19O10Sn)?
-12.86 eV

Which of these has the highest E?
C20H24NO2S

Which of these has the lowest E?
C20H25BBeBr7F10MgN2O11P

What is the E in the second record?
-2250.01979 Eh